Computed, not measured: an isolated molecule of C4H10N2O, with ωB97M-V/def2-TZVPD.

Calculated values
- Frontier orbital gap: 10.45 eV
- LUMO level: 0.762 eV
- E: -343.140721 a.u.
- SMILES: CC[C@@H](N)C(N)=O
- E_HOMO: -9.69 eV

Last column: Löwdin charge in e.
Geometry (Å):
H (-2.0283, 1.3725, 1.7613)  0.10
C (-1.0229, 0.2147, 0.6394)  -0.39
N (-1.3411, 1.5201, 1.0546)  0.17
C (0.0080, 0.0774, -0.4277)  -0.36
H (1.5292, -1.2894, 0.4137)  0.14
O (-1.5174, -0.8070, 1.3104)  -0.03
H (1.5070, 0.3983, 0.9598)  0.11
H (-1.0392, -0.6970, -1.9953)  0.09
H (-1.4905, 2.1135, 0.3202)  0.06
N (-0.3363, -1.0928, -1.3323)  0.05
C (2.5532, 0.1829, -0.9891)  -0.10
H (-0.0529, 0.9173, -1.0949)  0.13
H (3.5459, -0.1003, -0.5987)  0.06
C (1.4264, -0.2064, 0.0253)  -0.24
H (2.4083, -0.4011, -1.9222)  0.07
H (-0.7058, -1.8012, -0.7678)  0.04
H (2.4199, 1.3419, -1.1034)  0.10

***

Computed, not measured: an isolated molecule of C4H10N2O, with ωB97M-V/def2-TZVPD.

Calculated values
- Frontier orbital gap: 9.55 eV
- LUMO level: 0.858 eV
- E: -343.142795 a.u.
- SMILES: [H]/N=C(\C)N(C)CO
- E_HOMO: -8.69 eV

Last column: Löwdin charge in e.
Geometry (Å):
N (-0.3306, 0.2796, -0.3610)  -0.09
C (0.8113, 0.0896, 1.8613)  -0.02
N (1.6645, -0.8345, -0.2478)  0.08
H (1.7487, -0.2892, 2.2747)  0.08
H (-0.0210, -0.4140, 2.3610)  0.08
H (0.7371, 1.1609, 2.0645)  0.08
H (-1.1726, 0.3094, -2.3435)  0.11
C (-1.4915, 0.9098, 0.2344)  -0.07
H (-1.2039, 1.8146, 0.7821)  0.08
H (-1.9916, 0.2351, 0.9382)  0.09
H (2.4561, -1.0224, 0.3743)  0.04
H (0.3697, -1.8483, -1.4885)  0.06
H (0.5963, 0.2442, -2.3870)  0.11
C (0.7295, -0.1626, 0.3709)  -0.46
C (-0.2931, -0.1466, -1.8883)  -0.19
H (-2.2221, 1.2033, -0.5257)  0.09
O (-0.3869, -1.5289, -2.0197)  -0.06

***

Computed, not measured: an isolated molecule of C4H10N2O, with ωB97M-V/def2-TZVPD.

Calculated values
- Frontier orbital gap: 10.36 eV
- LUMO level: 0.852 eV
- E: -342.996438 a.u.
- SMILES: NC[C@H]1N[C@@H]1CO
- E_HOMO: -9.51 eV

Last column: Löwdin charge in e.
Geometry (Å):
C (0.4242, 0.3884, 0.0444)  -0.33
C (-0.9415, 0.0177, 0.4140)  -0.38
C (-1.3383, -1.3141, 0.0613)  -0.30
H (0.6574, -0.4393, -0.7905)  0.17
H (0.6540, 2.4212, 0.8450)  0.13
C (0.9018, 1.8578, -0.1518)  -0.23
H (0.2200, 2.4599, -0.9848)  0.15
N (0.0684, 0.2301, 1.3682)  0.05
H (-2.1507, -1.7125, 0.7297)  0.13
H (2.6416, 2.5752, -0.9188)  0.12
O (2.2730, 1.6899, -0.5636)  -0.12
H (0.2216, -0.7352, 1.8320)  0.14
N (-0.3943, -2.4187, -0.3669)  -0.06
H (-0.1422, -2.1369, -1.3906)  0.09
H (-1.7793, 0.8119, 0.2911)  0.18
H (-1.8895, -1.1604, -0.7954)  0.08
H (0.5736, -2.5351, 0.3769)  0.17

***

Computed, not measured: a 2-piece molecular cluster, C4H10N2O overall, with ωB97M-V/def2-TZVPD.

Calculated values
- Frontier orbital gap (spin up / spin down): 7.97 / 7.97 eV
- LUMO level (spin up / spin down): 0.646 / 0.647 eV
- E: -343.071894 a.u.
- SMILES: C/C(N)=C\N.C=O
- E_HOMO (spin up / spin down): -7.33 / -7.33 eV

Last column: Löwdin charge in e.
Geometry (Å):
C (-0.5382, -0.2647, -0.3544)  -0.39
H (0.5547, 1.5155, -0.8289)  0.13
H (1.3342, -1.1339, 0.3763)  0.10
H (2.5797, 0.2325, 0.9083)  0.10
H (0.4542, -0.5408, -2.0675)  0.10
N (-0.4672, -0.7102, -1.6488)  0.12
H (-2.5935, -0.2948, 0.2339)  0.09
H (0.5467, 2.4363, 1.2330)  0.08
O (2.5456, -0.3235, -1.0806)  -0.13
H (-0.9817, 1.7929, 1.3773)  0.07
C (2.0512, -0.2363, 0.0600)  -0.27
C (-1.6556, -0.7956, 0.4981)  -0.03
N (-0.0059, 1.5844, 1.1907)  0.02
C (0.2136, 0.8819, -0.0063)  -0.28
H (-1.7944, -1.8681, 0.3357)  0.08
H (-1.4675, -0.6084, 1.5563)  0.08
H (-0.7757, -1.6672, -1.7832)  0.10

***

Computed, not measured: an isolated molecule of C4H10N2O, with ωB97M-V/def2-TZVPD.

Calculated values
- Frontier orbital gap: 9.88 eV
- LUMO level: 1.049 eV
- E: -343.116679 a.u.
- SMILES: CC1[C@H](N)O[C@H]1N
- E_HOMO: -8.83 eV

Last column: Löwdin charge in e.
Geometry (Å):
O (1.1392, -0.0651, 1.0802)  -0.10
N (-0.7039, -1.3785, 1.7256)  0.05
H (1.2906, 1.8069, -0.9188)  0.09
H (-0.1991, -1.3435, 2.6084)  0.07
N (0.6296, 2.1047, -0.2085)  0.10
C (-0.5689, -0.0467, -0.3451)  -0.27
H (-1.0528, -2.3296, 1.6264)  0.07
C (-0.0176, 1.0908, 0.4657)  -0.22
H (-0.5223, 0.5985, -2.4263)  0.08
H (-1.6565, -0.1277, -0.2419)  0.13
C (-0.1363, -0.2069, -1.7931)  -0.08
H (-0.5112, -1.1522, -2.1941)  0.08
H (1.0729, 2.7986, 0.3847)  0.10
H (0.9548, -0.2294, -1.8756)  0.08
H (-0.6079, 1.3813, 1.3346)  0.15
H (0.6618, -1.8870, 0.1291)  0.14
C (0.2276, -1.0144, 0.6486)  -0.47

***

Computed, not measured: an isolated molecule of C4H10N2O, with ωB97M-V/def2-TZVPD.

Calculated values
- Frontier orbital gap: 10.26 eV
- LUMO level: 0.816 eV
- E: -343.148880 a.u.
- SMILES: CC(C)NC(N)=O
- E_HOMO: -9.45 eV

Last column: Löwdin charge in e.
Geometry (Å):
H (-1.0944, -1.4281, -0.3969)  0.11
N (0.3747, -1.5731, -2.4937)  0.14
C (-1.2500, 1.4317, 0.7655)  -0.06
H (1.0789, 1.1846, 2.4033)  0.12
C (-0.3510, 0.1080, 0.9166)  -0.35
N (-0.4553, -0.6285, -0.4396)  0.07
H (0.9451, -1.4490, -3.2572)  0.07
O (1.4911, 0.0293, -1.5462)  0.08
H (1.3563, -0.5647, 1.8969)  0.06
H (-0.8557, -0.4840, 1.7389)  0.13
C (1.0772, 0.4191, 1.4774)  -0.08
H (-0.4367, -2.2091, -2.5205)  0.11
C (0.6197, -0.7394, -1.4316)  -0.62
H (-1.2627, 1.9680, 1.7039)  0.06
H (-2.2075, 1.2181, 0.4451)  0.03
H (-0.8608, 2.1190, 0.0512)  0.06
H (1.8311, 0.5980, 0.6869)  0.06

***

Computed, not measured: an isolated molecule of C4H10N2O, with ωB97M-V/def2-TZVPD.

Calculated values
- Frontier orbital gap: 10.18 eV
- LUMO level: 0.927 eV
- E: -343.158949 a.u.
- SMILES: C[C@H](N)CNC=O
- E_HOMO: -9.25 eV

Last column: Löwdin charge in e.
Geometry (Å):
H (-1.5036, 0.7445, 0.5036)  0.07
H (1.3529, -1.1441, -0.4288)  0.12
O (-0.4349, -2.6679, 1.5227)  0.01
H (1.6318, 0.6918, -2.2257)  0.07
H (0.9807, 1.4612, -0.1107)  0.14
H (0.8243, 0.1464, 1.9479)  0.12
H (-0.1966, -1.4605, 3.1531)  0.13
N (0.6704, 0.8954, -2.0410)  0.04
H (-0.4321, -1.2189, -0.2907)  0.11
C (0.4557, -0.6412, -0.0679)  -0.16
C (-1.1467, 1.1481, -0.4345)  -0.06
C (0.3183, 0.7692, -0.6587)  -0.46
H (-1.3270, 2.2243, -0.3965)  0.08
N (0.6136, -0.6765, 1.4130)  0.02
H (-1.7550, 0.7627, -1.2578)  0.08
H (-0.0202, 0.6360, -2.7194)  0.07
C (-0.0315, -1.6705, 2.0915)  -0.37

***

Computed, not measured: a 2-piece molecular cluster, C4H10N2O overall, with ωB97M-V/def2-TZVPD.

Calculated values
- Frontier orbital gap: 6.80 eV
- LUMO level: -1.815 eV
- E: -342.937988 a.u.
- E_HOMO: -8.62 eV

Last column: Löwdin charge in e.
Geometry (Å):
O (-1.9192, -0.4225, 2.2700)  -0.02
H (-0.2083, 1.4687, -0.1581)  -0.03
C (-1.5610, -0.2868, 1.0885)  -0.62
N (2.1500, -0.9020, -0.7363)  0.03
N (-0.0906, -0.2920, 1.0206)  0.04
H (1.5181, 0.7238, -1.8177)  0.12
H (1.8332, -1.4383, 0.0198)  0.05
H (2.9908, -0.4932, -0.5387)  0.04
C (1.0985, 0.0082, -1.0820)  -0.29
H (-1.0747, 1.8275, -0.2095)  0.28
H (0.3340, -0.5902, -1.6056)  0.11
H (-1.6532, -0.7777, -0.9007)  0.05
H (1.3845, 1.3167, 0.6532)  0.14
H (0.1019, -0.0684, 2.0519)  0.14
C (0.5869, 0.7828, 0.1044)  -0.17
C (-2.2389, -0.2378, -0.1402)  0.06
H (-3.2521, -0.6188, -0.0198)  0.06